{"formula": "C76H73BaF6N3O2P2SSb", "method": "the ωB97M-V functional and the def2-TZVPD basis", "energy_ha": -5200.59225, "total_charge": 0, "multiplicity": 2, "e_homo_ev": [-6.09, -6.09], "s_squared": 0.799, "elements": ["Ba", "O", "S", "C", "C", "C", "C", "C", "C", "C", "C", "C", "C", "P", "C", "C", "C", "C", "C", "C", "C", "C", "C", "C", "C", "C", "C", "C", "C", "C", "C", "C", "C", "C", "C", "C", "C", "C", "P", "C", "C", "C", "C", "C", "C", "C", "C", "C", "C", "C", "C", "C", "C", "H", "H", "H", "H", "H", "H", "H", "H", "H", "H", "H", "H", "H", "H", "H", "H", "H", "H", "H", "H", "H", "H", "H", "H", "H", "H", "H", "H", "H", "H", "H", "H", "H", "H", "H", "H", "C", "C", "C", "C", "C", "C", "C", "C", "C", "C", "H", "H", "H", "H", "H", "H", "H", "C", "N", "C", "C", "C", "N", "C", "C", "O", "H", "H", "H", "H", "H", "H", "H", "H", "H", "H", "H", "H", "C", "C", "C", "C", "C", "C", "C", "C", "N", "C", "C", "C", "C", "H", "H", "H", "H", "H", "H", "H", "H", "H", "H", "H", "H", "H", "H", "H", "H", "H", "H", "F", "Sb", "F", "F", "F", "F", "F"], "coordinates": [[-0.303, -0.875, -0.533], [-0.436, 1.224, -1.356], [0.807, 1.988, -1.068], [2.017, 1.182, -2.114], [1.628, 0.820, -3.382], [2.540, 0.372, -4.350], [3.870, 0.365, -4.028], [5.097, -0.004, -4.808], [6.285, 0.296, -3.860], [5.650, 0.656, -2.549], [6.164, 0.927, -1.309], [5.273, 1.150, -0.246], [3.900, 1.199, -0.396], [2.801, 1.187, 1.092], [3.152, 2.891, 1.666], [3.337, 3.930, 0.758], [3.558, 5.220, 1.205], [3.604, 5.487, 2.564], [3.393, 4.464, 3.473], [3.142, 3.182, 3.027], [3.900, 0.165, 2.173], [3.673, -1.206, 2.111], [4.472, -2.094, 2.805], [5.488, -1.620, 3.614], [5.694, -0.255, 3.722], [4.920, 0.634, 2.997], [3.361, 1.058, -1.700], [4.259, 0.718, -2.725], [0.654, 3.518, -2.079], [1.500, 3.753, -3.137], [1.407, 4.869, -3.985], [0.480, 5.821, -3.695], [0.125, 7.107, -4.376], [-0.820, 7.827, -3.387], [-1.060, 6.825, -2.293], [-1.812, 6.888, -1.153], [-1.843, 5.759, -0.325], [-1.137, 4.591, -0.575], [-1.481, 3.177, 0.560], [-3.308, 3.121, 0.316], [-3.979, 3.745, -0.732], [-5.359, 3.687, -0.817], [-6.090, 3.018, 0.147], [-5.427, 2.355, 1.166], [-4.045, 2.371, 1.229], [-1.348, 4.180, 2.108], [-2.300, 4.223, 3.118], [-2.060, 4.938, 4.279], [-0.871, 5.626, 4.443], [0.082, 5.596, 3.438], [-0.147, 4.865, 2.289], [-0.277, 4.529, -1.701], [-0.298, 5.669, -2.534], [0.583, 0.910, -3.640], [2.177, 0.070, -5.319], [5.161, 0.560, -5.740], [5.060, -1.064, -5.065], [6.881, 1.136, -4.228], [6.954, -0.560, -3.757], [7.228, 0.919, -1.114], [5.696, 1.254, 0.745], [3.317, 3.726, -0.305], [3.707, 6.016, 0.490], [3.808, 6.488, 2.913], [3.426, 4.666, 4.534], [2.955, 2.389, 3.736], [2.858, -1.605, 1.533], [4.292, -3.153, 2.704], [6.115, -2.304, 4.165], [6.475, 0.117, 4.369], [5.118, 1.693, 3.079], [2.288, 3.058, -3.370], [2.067, 4.952, -4.834], [-0.385, 6.891, -5.317], [1.012, 7.694, -4.614], [-1.759, 8.125, -3.856], [-0.364, 8.730, -2.977], [-2.380, 7.768, -0.891], [-2.465, 5.803, 0.560], [-3.433, 4.282, -1.492], [-5.861, 4.188, -1.632], [-7.169, 2.998, 0.097], [-5.992, 1.832, 1.925], [-3.530, 1.785, 1.977], [-3.240, 3.710, 2.997], [-2.807, 4.959, 5.060], [-0.678, 6.182, 5.350], [1.008, 6.140, 3.551], [0.610, 4.831, 1.515], [-5.127, 0.593, -4.228], [-4.264, 1.178, -3.290], [-3.502, 0.398, -2.468], [-3.546, -1.012, -2.533], [-2.694, -1.833, -1.749], [-2.837, -3.193, -1.870], [-3.799, -3.780, -2.717], [-4.613, -2.999, -3.484], [-4.488, -1.598, -3.431], [-5.250, -0.765, -4.276], [-5.692, 1.217, -4.907], [-4.210, 2.255, -3.231], [-2.837, 0.847, -1.740], [-2.200, -3.857, -1.300], [-3.877, -4.858, -2.770], [-5.342, -3.435, -4.154], [-5.929, -1.230, -4.978], [1.194, -1.372, 4.362], [0.346, -2.529, 4.242], [-0.194, -3.048, 5.476], [-1.479, -3.801, 5.184], [-1.158, -4.873, 4.157], [-0.540, -4.276, 2.997], [-0.669, -5.033, 1.775], [0.147, -3.103, 3.022], [0.588, -2.588, 1.996], [0.742, -0.674, 5.067], [1.293, -0.903, 3.386], [2.188, -1.650, 4.727], [-0.392, -2.200, 6.140], [0.534, -3.706, 5.973], [-2.206, -3.100, 4.771], [-1.882, -4.245, 6.093], [-2.069, -5.383, 3.828], [-0.490, -5.628, 4.597], [-1.717, -5.098, 1.469], [-0.284, -6.044, 1.931], [-0.092, -4.548, 0.995], [0.089, 2.128, 4.579], [-1.220, 1.399, 4.687], [-1.970, 1.493, 5.863], [-3.172, 0.804, 6.000], [-3.964, 0.924, 7.271], [-3.644, 0.024, 4.964], [-2.923, -0.101, 3.737], [-1.690, 0.623, 3.656], [-3.206, -0.790, 2.653], [-4.323, -1.587, 2.269], [-5.559, -1.689, 3.183], [-3.770, -3.003, 2.037], [-4.783, -1.046, 0.904], [0.162, 2.905, 5.338], [0.194, 2.591, 3.600], [0.925, 1.442, 4.716], [-1.603, 2.105, 6.676], [-3.351, 1.328, 8.072], [-4.350, -0.043, 7.588], [-4.812, 1.595, 7.130], [-4.574, -0.498, 5.106], [-1.143, 0.521, 2.720], [-5.330, -2.213, 4.109], [-6.323, -2.257, 2.656], [-5.968, -0.708, 3.412], [-3.474, -3.445, 2.984], [-2.906, -2.917, 1.377], [-4.532, -3.626, 1.577], [-5.361, -0.139, 1.032], [-5.383, -1.785, 0.382], [-3.897, -0.816, 0.312], [1.885, -1.086, -0.488], [2.030, -2.657, -1.532], [3.635, -2.055, -2.305], [2.987, -3.501, -0.166], [2.021, -4.250, -2.516], [0.295, -3.046, -0.810], [1.061, -1.846, -2.951]], "lowdin_spin": [0.00, 0.00, 0.00, 0.00, 0.00, 0.00, 0.00, 0.00, 0.00, 0.00, 0.00, 0.00, 0.00, 0.00, 0.00, 0.00, 0.00, 0.00, 0.00, 0.00, 0.00, 0.00, 0.00, 0.00, 0.00, 0.00, 0.00, 0.00, 0.00, 0.00, 0.00, 0.00, 0.00, 0.00, 0.00, 0.00, 0.00, 0.00, 0.00, 0.00, 0.00, 0.00, 0.00, 0.00, 0.00, 0.00, 0.00, 0.00, 0.00, 0.00, 0.00, 0.00, 0.00, 0.00, 0.00, 0.00, 0.00, 0.00, 0.00, 0.00, 0.00, 0.00, 0.00, 0.00, 0.00, 0.00, 0.00, 0.00, 0.00, 0.00, 0.00, 0.00, 0.00, 0.00, 0.00, 0.00, 0.00, 0.00, 0.00, 0.00, 0.00, 0.00, 0.00, 0.00, 0.00, 0.00, 0.00, 0.00, 0.00, 0.00, 0.00, 0.00, 0.00, 0.00, 0.00, 0.00, 0.00, 0.00, 0.00, 0.00, 0.00, 0.00, 0.00, 0.00, 0.00, 0.00, 0.00, 0.00, 0.00, 0.00, 0.00, 0.00, 0.00, 0.00, 0.00, 0.00, 0.00, 0.00, 0.00, 0.00, 0.00, 0.00, 0.00, 0.00, 0.00, 0.00, 0.00, -0.01, 0.00, 0.17, 0.00, -0.01, 0.14, 0.03, 0.14, 0.42, 0.04, 0.00, 0.03, 0.02, 0.00, 0.00, 0.00, 0.01, 0.00, 0.00, 0.00, 0.01, 0.00, 0.00, 0.00, 0.00, 0.00, 0.00, 0.00, 0.00, 0.00, 0.00, 0.00, 0.00, 0.00, 0.00, 0.00, 0.00, 0.00]}